ORCA calculation (ωB97M-V with the def2-TZVPD basis set) on a molecular structure, C43H32N9OS2W in a non-equilibrium geometry.

## Properties
Strongest force on any atom: 5.28 eV/Å
Electronic energy: -84063.628 eV
2S+1: 2
<S²>: 0.8092

Structure (XYZ):
```
88
Properties=species:S:1:pos:R:3:forces:R:3:lowdin_charge:R:1
W -0.250 -0.154 -0.028 2.67 -2.60 1.21 1.3692
C -3.201 -1.950 -2.858 -0.97 -0.05 0.09 -0.0422
C -2.035 -1.469 -2.293 0.91 0.78 1.38 -0.1736
N -1.970 -0.849 -1.092 -1.75 -0.70 -1.42 -0.0726
C -3.148 -0.648 -0.417 -0.27 -0.40 -0.42 -0.1449
C -4.383 -1.131 -0.934 0.27 -0.05 -0.16 -0.1555
C -4.388 -1.799 -2.179 0.79 0.21 0.13 0.0128
C -5.566 -0.947 -0.204 -0.43 0.22 0.48 -0.0549
C -5.527 -0.253 0.980 -0.40 -0.42 -0.75 -0.0778
C -4.340 0.267 1.470 0.93 0.10 0.03 -0.0070
C -3.112 0.064 0.824 0.11 0.55 0.60 -0.1882
N -1.861 0.504 1.210 -0.50 0.04 0.08 -0.0768
C -1.583 1.353 2.254 -0.22 0.09 0.41 -0.1778
C -2.344 1.676 3.386 -0.04 -0.63 -0.81 -0.0207
C -1.929 2.640 4.297 0.67 0.64 0.26 -0.0848
C -0.735 3.304 4.158 -0.61 -0.18 0.24 -0.0533
C 0.118 2.957 3.100 0.21 -0.25 -0.44 -0.1550
C 1.401 3.526 2.952 0.07 -0.41 -0.50 0.0056
C 2.213 3.069 1.942 -0.28 0.50 0.65 -0.0311
C 1.749 2.088 1.076 -0.82 -0.71 -0.47 -0.1218
N 0.520 1.546 1.150 0.69 1.01 0.33 -0.0788
C -0.294 1.972 2.159 0.00 0.24 0.27 -0.1392
H -3.154 -2.455 -3.810 0.03 -0.02 -0.09 0.1128
H -1.097 -1.627 -2.808 -0.14 0.07 0.18 0.0462
H -5.315 -2.175 -2.579 -0.18 -0.07 -0.04 0.1184
H -6.491 -1.350 -0.589 -0.08 -0.03 -0.03 0.1074
H -6.432 -0.096 1.550 -0.08 0.01 -0.01 0.1077
H -4.407 0.827 2.381 0.11 0.06 0.01 0.0733
H -3.253 1.151 3.621 0.05 -0.02 -0.08 0.0831
H -2.570 2.862 5.137 -0.05 0.01 0.11 0.1047
H -0.420 4.053 4.868 0.02 0.08 0.08 0.1074
H 1.727 4.290 3.643 0.05 0.03 0.07 0.1171
H 3.217 3.446 1.813 0.00 0.00 -0.04 0.1125
H 2.428 1.716 0.320 -0.30 -0.10 -0.04 0.0823
O -1.004 -1.817 1.187 -0.47 -0.08 0.45 -0.3498
N -0.539 -3.055 1.285 0.47 -0.20 -0.77 -0.2185
C -0.778 -3.742 2.413 -0.08 -0.02 0.37 -0.0203
C -0.348 -5.035 2.561 -0.04 0.05 -0.09 -0.0594
C 0.342 -5.645 1.508 -0.03 0.23 -0.08 -0.0651
C 0.595 -4.925 0.367 -0.05 -0.18 0.35 -0.0801
C 0.165 -3.598 0.252 -0.19 0.39 -0.30 -0.6579
S 0.460 -2.633 -1.113 0.00 0.44 0.06 0.7524
H -1.318 -3.190 3.167 0.01 0.01 -0.03 0.1404
H -0.545 -5.558 3.482 -0.06 0.00 0.07 0.1033
H 0.675 -6.667 1.596 0.06 -0.10 0.01 0.1069
H 1.136 -5.344 -0.466 0.05 -0.03 -0.04 0.1067
S 1.675 -1.037 1.419 0.03 0.52 -1.04 0.6742
C 2.940 -0.814 0.134 -1.63 -0.31 1.58 -0.7592
N 4.159 -1.254 0.308 1.37 -0.02 -0.77 0.0480
N 4.424 -1.971 1.385 -1.33 0.01 0.67 -0.0283
C 5.678 -2.412 1.699 0.79 -0.14 -0.02 -0.2480
C 6.775 -2.123 0.877 -0.23 0.06 -0.04 -0.0322
C 8.029 -2.588 1.216 0.04 -0.15 0.20 -0.0999
C 8.218 -3.333 2.372 0.16 -0.06 0.02 -0.1190
C 7.135 -3.609 3.196 0.08 -0.01 -0.05 -0.1086
C 5.873 -3.161 2.866 -0.13 0.14 -0.17 -0.0409
N 2.671 -0.150 -0.957 0.50 0.64 -1.11 -0.0170
N 1.406 0.197 -1.263 0.19 -0.15 0.76 -0.2655
C 1.384 1.053 -2.382 0.09 -0.08 -0.60 -0.2956
C 2.315 2.083 -2.539 -0.22 -0.18 0.20 -0.0323
C 2.209 2.963 -3.600 -0.01 0.02 -0.07 -0.0900
C 1.204 2.808 -4.540 0.03 0.15 -0.21 -0.1103
C 0.323 1.743 -4.440 0.00 0.09 0.00 -0.0975
C 0.416 0.869 -3.375 0.26 -0.02 0.04 -0.0664
H 3.651 -2.178 2.023 0.28 0.03 -0.16 0.0716
H 6.614 -1.541 -0.016 -0.03 0.03 -0.05 0.0975
H 8.873 -2.371 0.574 0.01 0.02 -0.04 0.0992
H 9.200 -3.707 2.626 0.06 0.02 0.03 0.0912
H 7.278 -4.179 4.105 -0.01 -0.04 0.01 0.0978
H 5.027 -3.382 3.503 -0.07 -0.01 0.06 0.1047
H 3.102 2.190 -1.810 0.09 0.00 0.06 0.0990
H 2.914 3.778 -3.693 0.04 0.02 -0.01 0.1000
H 1.124 3.499 -5.366 0.00 0.08 -0.09 0.0934
H -0.438 1.602 -5.196 -0.03 -0.06 -0.04 0.0996
H -0.256 0.028 -3.310 0.01 0.07 0.08 0.0723
N -0.921 1.479 -1.057 -2.91 2.54 -2.03 0.0716
C -1.742 2.155 -1.570 3.84 -2.64 2.49 -0.0280
C -2.747 2.793 -2.254 -1.94 1.24 -1.59 -0.1917
C -3.065 4.155 -2.069 0.40 -0.77 0.13 -0.0063
C -4.117 4.707 -2.763 -0.32 0.15 -0.24 -0.0719
C -4.869 3.945 -3.651 0.28 -0.14 0.15 -0.0592
C -4.533 2.612 -3.870 -0.39 0.24 -0.17 -0.0668
C -3.488 2.032 -3.193 0.60 0.26 0.63 -0.0041
H -2.475 4.752 -1.389 0.00 -0.01 0.08 0.1221
H -4.359 5.749 -2.614 -0.02 0.07 0.02 0.1084
H -5.705 4.387 -4.173 0.00 0.03 -0.04 0.1073
H -5.097 2.026 -4.582 -0.03 -0.04 -0.02 0.1093
H -3.218 1.001 -3.369 0.02 -0.10 0.04 0.1082
```
Forces are in eV/Å.